Entry 1:
A structure of composition C42H49Br75O4, computed with wB97M-V/def2-TZVPD.

The geometry in XYZ format:
```
170
C42H49Br75O4 wB97M-V/def2-TZVPD
C -3.743 3.055 2.891
C -4.524 1.796 2.493
C -3.681 0.636 1.890
C -2.370 1.040 1.163
C -1.120 0.988 2.122
O -0.676 2.434 2.065
C 0.211 2.517 0.995
O 0.779 3.565 0.679
O 0.357 1.272 0.422
C 0.154 0.405 1.553
C 0.359 -1.111 1.430
C -0.864 -2.009 1.734
C -0.495 -2.890 2.958
O -1.200 -2.945 0.717
C -1.603 -2.380 -0.510
C -1.891 -3.567 -1.437
C -2.682 -4.557 -0.913
C -2.976 -5.694 -1.611
C -2.465 -5.823 -2.898
C -1.675 -4.838 -3.398
C -1.375 -3.691 -2.699
H -2.948 2.813 3.600
H -4.406 3.757 3.408
H -3.320 3.563 2.020
H -5.344 2.081 1.827
H -4.992 1.403 3.405
H -3.424 -0.086 2.679
H -4.336 0.120 1.179
H -2.223 0.353 0.321
H -2.471 2.031 0.724
H -1.443 0.720 3.112
H 0.910 0.706 2.296
H 1.159 -1.376 2.122
H 0.776 -1.317 0.436
H -1.784 -1.472 2.019
H 0.507 -3.283 2.746
H -1.169 -3.752 2.916
H -0.540 -2.321 3.891
H -0.852 -1.730 -0.980
H -2.544 -1.810 -0.420
H -3.051 -4.456 0.100
H -3.576 -6.454 -1.126
H -2.680 -6.738 -3.436
H -1.257 -5.006 -4.387
H -0.717 -2.945 -3.097
C -1.919 0.281 -4.355
Br -0.685 0.004 -5.820
Br -2.555 -1.416 -3.670
Br -1.165 1.366 -2.947
H -2.768 0.825 -4.752
C -3.365 5.058 -1.321
Br -4.593 3.586 -1.231
Br -1.604 4.534 -0.740
Br -3.332 5.845 -3.078
H -3.727 5.815 -0.638
C -6.344 0.822 -5.011
Br -5.284 2.331 -4.486
Br -5.415 -0.305 -6.270
Br -6.944 -0.155 -3.463
H -7.223 1.201 -5.513
C 2.829 -2.653 -6.128
Br 3.496 -0.854 -6.257
Br 4.209 -3.869 -5.545
Br 1.252 -2.767 -5.026
H 2.536 -2.961 -7.123
C 0.409 6.827 -3.719
Br 2.317 7.057 -3.661
Br -0.496 8.513 -3.959
Br -0.165 5.534 -5.028
H 0.113 6.444 -2.751
C 5.915 3.696 -4.764
Br 6.647 4.913 -6.067
Br 5.133 2.146 -5.589
Br 7.228 3.187 -3.447
H 5.124 4.220 -4.246
C 0.645 2.277 5.857
Br 1.179 4.006 6.516
Br -0.295 2.402 4.136
Br 2.132 1.052 5.739
H -0.042 1.866 6.589
C -3.642 -5.605 4.633
Br -4.918 -7.045 4.731
Br -1.902 -6.142 5.264
Br -3.551 -4.842 2.865
H -3.995 -4.825 5.295
C -8.190 4.691 -2.571
Br -7.239 5.607 -3.975
Br -7.827 5.464 -0.842
Br -10.081 4.600 -2.929
H -7.820 3.674 -2.548
C 4.775 7.325 0.101
Br 3.671 5.745 0.073
Br 6.485 6.993 0.931
Br 4.978 8.090 -1.656
H 4.264 8.058 0.709
C -3.233 -1.205 5.719
Br -1.348 -0.858 5.527
Br -3.551 -2.792 6.765
Br -4.175 0.321 6.420
H -3.625 -1.392 4.727
C 10.337 2.028 -6.251
Br 8.999 0.644 -6.216
Br 12.069 1.367 -5.717
Br 10.406 2.910 -7.963
H 10.044 2.772 -5.522
C 9.280 0.522 -1.219
Br 10.453 0.348 -2.738
Br 8.560 -1.182 -0.672
Br 10.138 1.445 0.244
H 8.443 1.132 -1.530
C -3.879 4.564 -7.800
Br -2.972 3.210 -6.774
Br -5.461 3.866 -8.651
Br -4.266 6.126 -6.736
H -3.205 4.875 -8.586
C -0.319 4.120 10.750
Br 1.601 4.222 10.649
Br -1.140 5.844 10.500
Br -1.035 2.823 9.520
H -0.568 3.787 11.748
C -6.991 -5.448 -3.902
Br -8.141 -7.014 -3.807
Br -5.213 -5.817 -3.222
Br -6.937 -4.716 -5.685
H -7.427 -4.692 -3.263
C 10.894 -1.749 2.762
Br 12.075 -1.932 1.253
Br 10.168 -3.448 3.311
Br 11.744 -0.825 4.225
H 10.062 -1.137 2.439
C -1.647 8.442 7.619
Br 0.275 8.543 7.549
Br -2.465 10.162 7.322
Br -2.330 7.104 6.413
H -1.912 8.133 8.620
C 0.918 0.960 -9.725
Br 2.810 1.287 -9.888
Br 0.552 -0.618 -8.677
Br -0.021 2.486 -9.024
H 0.538 0.778 -10.720
C -0.836 -10.220 5.565
Br 0.128 -9.384 4.121
Br -0.431 -9.393 7.257
Br -2.734 -10.264 5.234
H -0.499 -11.245 5.618
C 0.759 -6.642 10.508
Br -0.257 -7.955 11.486
Br 2.279 -7.432 9.629
Br -0.345 -5.659 9.268
H 1.140 -5.932 11.228
C 5.985 -9.147 11.175
Br 6.559 -7.315 11.003
Br 7.404 -10.284 11.812
Br 4.405 -9.297 12.267
H 5.722 -9.491 10.185
C 8.971 9.691 -1.882
Br 10.877 9.939 -1.752
Br 8.049 11.359 -2.169
Br 8.510 8.386 -3.223
H 8.634 9.300 -0.932
C 4.836 -4.742 -9.371
Br 6.756 -4.808 -9.499
Br 4.177 -2.935 -9.505
Br 3.990 -5.907 -10.653
H 4.570 -5.104 -8.386
C -10.794 -4.317 -3.158
Br -11.016 -4.919 -4.968
Br -9.582 -2.828 -3.058
Br -12.482 -3.952 -2.303
H -10.329 -5.127 -2.611
```

Net charge: 0
HOMO-LUMO gap in eV: 8.555
LUMO energy in eV: -0.625

Löwdin atomic charge list, values in e, 8 entries: atom 1 (C): -0.10, atom 2 (C): -0.24, atom 3 (C): -0.17, atom 4 (C): -0.11, atom 5 (C): -0.29, atom 6 (O): -0.35, atom 7 (C): -0.53, atom 8 (O): 0.04

Entry 2:
A cluster of 5 separate species, C42H49BrF32N2O8P in total, computed with wB97M-V/def2-TZVPD.

The geometry in XYZ format:
```
135
C42H49BrF32N2O8P wB97M-V/def2-TZVPD
C -2.963 1.969 3.399
C -1.428 1.999 2.831
N -1.514 1.599 1.400
P -0.030 0.889 0.751
Br 1.484 2.158 1.950
C 0.286 2.226 -0.641
C 0.778 1.556 -2.016
C 2.220 0.957 -2.185
C 2.699 0.266 -3.484
C 1.749 0.136 -4.703
C 0.332 0.756 -4.595
C -0.140 1.447 -3.295
C -1.650 2.027 -3.274
O -0.817 0.039 -0.585
C -0.557 -1.378 -0.366
O -1.151 -2.324 -1.284
C -0.915 -1.524 1.229
C -0.927 -2.984 1.876
C -2.392 -3.481 2.336
C -3.527 -3.255 1.224
N -4.351 -1.999 1.449
C -4.668 -1.527 0.042
C -5.709 -0.317 0.008
C -5.630 0.970 0.867
C -6.661 2.154 0.770
C -7.854 2.072 -0.237
C -7.946 0.788 -1.100
C -6.920 -0.396 -0.998
O -7.169 -1.502 -1.857
O -0.024 -0.510 1.816
H -3.596 2.802 2.936
H -2.939 2.070 4.545
H -3.381 0.916 3.163
H -0.849 1.284 3.499
H -1.099 3.101 2.968
H -1.911 2.334 0.803
H 1.178 0.258 0.228
H -0.649 2.832 -0.901
H 1.057 2.991 -0.251
H 2.899 1.070 -1.259
H 3.756 -0.180 -3.535
H 2.110 -0.409 -5.645
H -0.401 0.687 -5.461
H -1.908 2.254 -4.380
H -2.388 1.238 -2.861
H -1.699 3.020 -2.711
H 0.558 -1.700 -0.383
H -0.550 -2.408 -2.067
H -1.956 -1.032 1.248
H -0.268 -2.955 2.810
H -0.436 -3.703 1.112
H -2.297 -4.628 2.479
H -2.728 -3.060 3.343
H -4.222 -4.172 1.153
H -3.015 -3.143 0.206
H -5.247 -2.306 1.884
H -5.012 -2.462 -0.530
H -3.670 -1.126 -0.386
H -4.786 1.097 1.620
H -6.488 3.077 1.430
H -8.610 2.933 -0.346
H -8.801 0.721 -1.865
H -6.352 -2.016 -2.031
C -0.487 -5.014 -5.519
C -1.663 -6.011 -5.572
C -2.685 -5.790 -6.690
F -3.295 -4.595 -6.612
F -3.670 -6.723 -6.620
F -2.266 -6.047 -4.360
F -1.120 -7.254 -5.755
O -0.594 -3.916 -4.603
C -1.309 -2.773 -5.037
C -2.587 -2.526 -4.225
F -3.419 -3.593 -4.262
F -3.279 -1.474 -4.728
F -1.532 -2.865 -6.365
F -0.470 -1.727 -4.874
H 0.370 -5.581 -5.145
H -0.181 -4.680 -6.515
H -2.216 -5.876 -7.674
H -2.350 -2.320 -3.179
C 1.611 -7.367 1.807
C 1.632 -6.225 2.844
C 2.373 -4.953 2.420
F 3.676 -5.173 2.162
F 2.335 -4.027 3.411
F 2.109 -6.703 4.019
F 0.329 -5.886 3.082
O 2.588 -8.410 1.955
C 3.872 -8.182 1.412
C 4.966 -8.111 2.485
F 4.710 -7.152 3.400
F 6.166 -7.810 1.930
F 3.836 -7.093 0.620
F 4.121 -9.229 0.591
H 0.657 -7.883 1.948
H 1.572 -6.994 0.780
H 1.915 -4.506 1.534
H 5.055 -9.063 3.012
C 6.246 3.467 -1.443
C 4.856 4.008 -1.047
C 3.992 4.540 -2.193
F 4.559 5.578 -2.839
F 2.806 4.994 -1.715
F 5.007 4.939 -0.073
F 4.180 2.974 -0.473
O 7.368 4.353 -1.292
C 7.623 5.264 -2.340
C 7.439 6.726 -1.913
F 6.199 6.957 -1.436
F 7.615 7.562 -2.967
F 6.883 4.931 -3.415
F 8.913 5.065 -2.702
H 6.461 2.654 -0.744
H 6.239 2.988 -2.426
H 3.776 3.753 -2.921
H 8.155 6.995 -1.133
C 1.171 7.028 4.375
C 2.128 6.803 5.564
C 2.337 5.349 5.993
F 1.200 4.753 6.392
F 3.188 5.288 7.052
F 1.722 7.567 6.609
F 3.346 7.300 5.191
O -0.187 7.383 4.679
C -1.080 6.328 4.970
C -1.596 6.367 6.414
F -0.586 6.334 7.309
F -2.382 5.294 6.673
F -0.504 5.158 4.645
F -2.122 6.478 4.119
H 1.556 7.904 3.843
H 1.222 6.218 3.643
H 2.773 4.758 5.183
H -2.176 7.274 6.595
```

Net charge: -1
HOMO-LUMO gap in eV: 6.829
LUMO energy in eV: 1.769

Löwdin atomic charge list, values in e, 8 entries: atom 1 (C): -0.13, atom 2 (C): -0.38, atom 3 (N): -0.17, atom 4 (P): 0.32, atom 5 (Br): 0.33, atom 6 (C): -0.32, atom 7 (C): -0.13, atom 8 (C): -0.05

Entry 3:
A structure of composition C42H49ClF5GaNO2, computed with wB97M-V/def2-TZVPD.

The geometry in XYZ format:
```
101
C42H49ClF5GaNO2 wB97M-V/def2-TZVPD
C 7.411 1.421 4.483
C 7.292 1.988 3.059
C 6.242 1.279 2.208
C 4.812 1.368 2.759
C 3.868 0.270 2.274
Ga 2.153 0.107 3.330
C 2.456 0.154 5.364
C 2.776 1.473 5.910
N 3.955 1.878 6.218
C 0.679 1.322 2.639
C 1.073 2.774 2.346
C 1.223 3.623 3.601
O 0.981 5.019 3.345
C 1.483 -1.872 2.975
C 0.411 -2.160 3.865
O 0.400 -2.588 4.978
Cl -1.222 -1.640 3.176
H 8.428 1.093 4.696
H 6.757 0.557 4.604
H 7.099 2.137 5.240
H 7.095 3.063 3.075
H 8.259 1.882 2.557
H 6.265 1.677 1.189
H 6.529 0.224 2.125
H 4.408 2.337 2.445
H 4.845 1.386 3.847
H 3.628 0.401 1.214
H 4.377 -0.698 2.351
H 1.523 -0.192 5.817
H 3.242 -0.552 5.640
H 1.923 2.151 6.031
H 3.918 2.842 6.541
H 0.362 0.869 1.694
H -0.205 1.299 3.282
H 0.304 3.266 1.739
H 1.998 2.815 1.768
H 2.237 3.548 3.996
H 0.526 3.254 4.357
H 0.181 5.271 3.809
H 2.326 -2.523 3.196
H 1.194 -1.873 1.931
F -5.503 -0.658 0.695
C -5.555 -0.104 1.928
C -6.631 0.704 2.238
C -6.683 1.277 3.501
C -5.671 1.038 4.420
C -4.600 0.222 4.077
C -4.535 -0.359 2.820
H -7.406 0.875 1.501
H -7.518 1.912 3.764
H -5.714 1.490 5.402
H -3.803 0.036 4.784
H -3.702 -0.992 2.548
F -10.391 0.259 -3.887
C -9.352 0.690 -3.136
C -8.476 -0.241 -2.615
C -7.411 0.209 -1.849
C -7.241 1.567 -1.612
C -8.140 2.480 -2.146
C -9.208 2.045 -2.918
H -8.626 -1.293 -2.809
H -6.713 -0.503 -1.430
H -6.408 1.909 -1.013
H -8.010 3.538 -1.963
H -9.919 2.738 -3.347
F -7.620 -3.476 -2.406
C -7.304 -3.926 -3.638
C -6.151 -3.462 -4.236
C -5.833 -3.924 -5.505
C -6.665 -4.829 -6.149
C -7.820 -5.278 -5.524
C -8.150 -4.826 -4.255
H -5.520 -2.754 -3.715
H -4.932 -3.570 -5.985
H -6.414 -5.186 -7.140
H -8.471 -5.982 -6.025
H -9.043 -5.161 -3.745
F -2.790 -2.310 -6.824
C -2.315 -2.905 -7.937
C -1.124 -2.463 -8.474
C -0.646 -3.083 -9.620
C -1.357 -4.121 -10.207
C -2.553 -4.545 -9.644
C -3.041 -3.935 -8.498
H -0.587 -1.653 -7.999
H 0.288 -2.753 -10.054
H -0.978 -4.600 -11.099
H -3.110 -5.354 -10.097
H -3.968 -4.251 -8.040
F 9.337 1.516 -0.147
C 10.492 1.893 0.429
C 11.466 0.941 0.654
C 12.655 1.337 1.249
C 12.853 2.663 1.609
C 11.855 3.598 1.374
C 10.661 3.218 0.779
H 11.286 -0.087 0.373
H 13.428 0.604 1.435
H 13.780 2.965 2.078
H 12.000 4.631 1.661
H 9.867 3.926 0.592
```

Net charge: -1
HOMO-LUMO gap in eV: 7.158
LUMO energy in eV: 1.875

Löwdin atomic charge list, values in e, 8 entries: atom 1 (C): -0.11, atom 2 (C): -0.26, atom 3 (C): -0.24, atom 4 (C): -0.30, atom 5 (C): -0.24, atom 6 (Ga): 0.50, atom 7 (C): -0.21, atom 8 (C): -0.38